[1]
Density functional theory data (wB97M-V/def2-TZVPD) for 3 unconnected molecules or ions with the total composition C24H51BO5.

Structure (SMILES): CCCCCCCCCC[C@@H]1COC(=O)[C@@H]1B(O)CC.CCOCC.CCOCC
Max |F|: 8.9 eV/Å
HOMO-LUMO gap: 10.33 eV

Positions of all 81 atoms, in Å:
C  0.58  -1.72  1.05
C  1.84  -0.79  1.54
C  1.89  -0.65  3.21
C  0.78  0.42  3.77
C  -0.37  -0.22  4.75
C  -1.89  0.40  4.51
C  -2.04  1.98  4.99
C  -2.96  2.79  3.90
C  -2.26  4.12  3.24
C  -0.69  3.96  2.82
C  -0.35  4.14  1.24
C  -1.08  5.30  0.33
O  -0.49  4.99  -1.02
C  0.22  3.68  -1.10
O  1.18  3.26  -1.93
C  -0.51  2.90  0.19
B  -1.96  2.52  -0.48
O  -2.01  2.47  -1.98
C  -3.35  2.15  0.31
C  -3.34  0.54  0.77
H  0.35  -2.47  1.95
H  -0.34  -1.07  0.73
H  0.98  -2.38  0.14
H  1.83  0.25  1.00
H  2.84  -1.34  1.22
H  2.96  -0.15  3.42
H  1.78  -1.68  3.76
H  1.23  1.36  4.32
H  0.22  0.85  2.81
H  -0.46  -1.38  4.46
H  -0.10  -0.21  5.90
H  -2.67  -0.26  5.13
H  -2.14  0.22  3.38
H  -1.01  2.51  5.18
H  -2.62  1.96  6.02
H  -3.37  2.00  3.14
H  -3.91  3.18  4.51
H  -2.33  4.97  4.07
H  -2.88  4.56  2.32
H  -0.11  4.84  3.39
H  -0.17  2.97  3.18
H  0.81  4.41  1.21
H  -2.24  5.43  0.41
H  -0.65  6.39  0.54
H  0.06  1.92  0.58
H  -1.46  1.64  -2.20
H  -4.23  2.22  -0.50
H  -3.66  2.88  1.17
H  -3.62  -0.08  -0.18
H  -4.24  0.39  1.54
H  -2.31  0.19  1.19
C  5.40  -3.21  -1.92
C  4.74  -4.07  -0.86
O  3.33  -3.87  -0.76
C  2.57  -4.16  -1.93
C  2.67  -5.61  -2.37
H  5.16  -2.15  -1.76
H  6.49  -3.33  -1.88
H  5.07  -3.47  -2.92
H  5.16  -3.81  0.12
H  4.96  -5.13  -1.02
H  2.84  -3.48  -2.74
H  1.52  -3.95  -1.68
H  3.68  -5.86  -2.70
H  1.99  -5.80  -3.21
H  2.41  -6.29  -1.55
C  -0.47  -3.25  -5.71
C  -1.42  -2.49  -4.80
O  -0.76  -1.63  -3.88
C  0.03  -0.58  -4.44
C  -0.76  0.39  -5.30
H  0.28  -3.79  -5.12
H  -1.02  -3.97  -6.33
H  0.08  -2.58  -6.38
H  -1.98  -3.21  -4.21
H  -2.16  -1.93  -5.39
H  0.88  -1.01  -5.00
H  0.46  -0.03  -3.60
H  -1.15  -0.10  -6.20
H  -0.12  1.22  -5.62
H  -1.61  0.79  -4.74

=====

[2]
Density functional theory data (wB97M-V/def2-TZVPD) for 4 unconnected molecules or ions with the total composition C24H51Cl6N5O3P.

Total charge: +1
Max |F|: 6.5 eV/Å
HOMO-LUMO gap: 7.15 eV

Positions of all 90 atoms, in Å:
C  5.07  -0.56  1.44
O  4.14  0.13  0.49
C  4.72  -0.15  -0.83
C  3.71  -1.02  -1.78
C  2.81  -2.15  -0.94
C  2.57  -3.40  -1.99
C  1.90  -4.74  -1.31
C  0.25  -4.67  -1.18
C  -0.53  -4.35  -2.59
C  -2.16  -4.29  -2.48
C  -2.76  -2.73  -2.37
C  -2.73  -2.39  -0.74
C  -3.28  -0.85  -0.41
N  -2.18  -0.18  0.37
C  -2.18  -0.82  1.73
C  -1.98  0.16  3.01
P  -0.70  -0.63  4.24
N  -0.86  0.15  5.69
O  0.94  -0.54  3.65
O  -1.14  -2.31  4.59
C  -1.65  1.73  2.68
N  -2.70  2.16  1.63
C  -2.28  1.33  0.40
N  -1.93  2.10  -0.72
C  -1.48  1.55  -2.05
C  -0.09  0.65  -1.97
N  0.11  -0.20  -3.07
H  4.61  -0.39  2.52
H  5.14  -1.71  1.15
H  6.16  -0.10  1.40
H  5.76  -0.71  -0.70
H  4.98  0.88  -1.37
H  3.05  -0.25  -2.37
H  4.39  -1.55  -2.60
H  1.78  -1.64  -0.67
H  3.33  -2.45  0.06
H  2.03  -3.04  -2.97
H  3.67  -3.73  -2.34
H  2.22  -5.73  -1.88
H  2.36  -4.83  -0.22
H  0.02  -3.94  -0.30
H  -0.08  -5.76  -0.81
H  -0.12  -3.39  -3.15
H  -0.28  -5.26  -3.32
H  -2.59  -4.82  -3.46
H  -2.55  -4.92  -1.56
H  -1.97  -2.05  -2.93
H  -3.83  -2.62  -2.83
H  -1.58  -2.46  -0.44
H  -3.29  -3.17  -0.08
H  -4.31  -0.96  0.20
H  -3.57  -0.33  -1.42
H  -1.27  -1.59  1.74
H  -3.13  -1.49  1.96
H  -3.01  0.15  3.62
H  -1.58  0.90  5.62
H  0.93  -1.03  2.77
H  -1.77  -2.61  3.85
H  -0.61  1.76  2.11
H  -1.64  2.44  3.61
H  -2.48  3.17  1.47
H  -2.01  3.16  -0.65
H  -2.33  0.97  -2.65
H  -1.20  2.48  -2.75
H  0.68  0.66  -1.10
H  1.01  -0.73  -2.96
Cl  6.70  2.63  0.50
C  5.83  3.05  2.00
C  5.36  4.49  2.00
Cl  6.71  5.64  2.12
H  6.49  2.84  2.85
H  4.97  2.38  2.06
H  4.72  4.67  2.87
H  4.79  4.73  1.10
Cl  -0.51  5.69  -3.11
C  0.32  5.40  -4.66
C  0.26  3.95  -5.09
Cl  1.23  2.89  -4.03
H  1.35  5.75  -4.56
H  -0.18  6.03  -5.40
H  0.65  3.84  -6.10
H  -0.77  3.57  -5.08
Cl  -5.43  0.37  2.65
C  -6.55  1.17  3.77
C  -6.30  2.66  3.87
Cl  -4.76  3.03  4.69
H  -6.47  0.67  4.74
H  -7.56  0.99  3.39
H  -7.09  3.13  4.46
H  -6.28  3.14  2.89

=====

[3]
Density functional theory data (wB97M-V/def2-TZVPD) for 2 unconnected molecules or ions with the total composition C24H51NO7P2.

Structure (SMILES): CCCCCCCCCCCCC[C@H](OC(=O)N=C(C)C)[PH2]=O.CCOP(=O)(OCC)OCC
Max |F|: 7.5 eV/Å
Relative energy (zero: lowest compared OMol25 entry of this formula, charge and spin): 207.3 kJ/mol
HOMO-LUMO gap: 8.39 eV

Positions of all 85 atoms, in Å:
C  -1.23  0.37  1.58
C  -2.72  0.53  2.05
C  -3.69  0.44  0.84
C  -4.04  -1.01  0.43
C  -3.00  -1.69  -0.50
C  -3.74  -2.78  -1.37
C  -3.91  -2.29  -2.84
C  -2.51  -2.43  -3.54
C  -2.57  -2.23  -5.07
C  -2.75  -0.75  -5.51
C  -1.77  0.20  -4.73
C  -1.47  1.43  -5.64
C  -0.14  2.19  -5.32
C  0.30  2.18  -3.83
O  0.89  0.97  -3.37
C  2.01  0.62  -4.09
O  2.91  1.34  -4.27
N  1.99  -0.69  -4.62
C  2.31  -1.57  -3.74
C  1.35  -2.17  -2.72
C  3.78  -2.03  -3.72
P  -1.06  2.73  -2.66
O  -1.46  1.69  -1.67
H  -1.19  0.39  0.48
H  -0.57  1.17  1.96
H  -0.86  -0.63  1.86
H  -2.82  1.51  2.56
H  -2.93  -0.27  2.78
H  -4.64  0.90  1.18
H  -3.35  1.06  -0.01
H  -4.22  -1.68  1.29
H  -5.00  -0.96  -0.13
H  -2.55  -0.97  -1.21
H  -2.15  -2.14  0.05
H  -4.76  -2.91  -0.97
H  -3.24  -3.76  -1.30
H  -4.20  -1.23  -2.86
H  -4.60  -2.95  -3.38
H  -1.78  -1.78  -3.02
H  -2.19  -3.47  -3.32
H  -3.42  -2.83  -5.46
H  -1.66  -2.68  -5.49
H  -3.79  -0.42  -5.38
H  -2.56  -0.71  -6.60
H  -0.87  -0.39  -4.51
H  -2.28  0.53  -3.81
H  -1.36  1.03  -6.67
H  -2.36  2.08  -5.67
H  -0.32  3.26  -5.57
H  0.63  1.84  -6.02
H  1.08  2.97  -3.74
H  0.37  -1.67  -2.77
H  1.76  -1.97  -1.71
H  1.26  -3.26  -2.82
H  4.14  -2.26  -2.70
H  3.88  -2.89  -4.40
H  4.36  -1.19  -4.14
H  -2.13  3.12  -3.51
H  -0.66  3.91  -1.97
C  5.27  1.89  4.76
C  4.37  2.38  5.88
O  3.03  1.91  5.76
P  2.62  0.38  6.24
O  3.33  0.29  7.56
O  1.09  0.64  6.76
C  0.75  0.49  8.14
C  0.99  1.78  8.91
O  1.94  0.01  4.78
C  2.56  0.21  3.52
C  3.59  -0.86  3.21
H  5.30  0.80  4.73
H  6.29  2.26  4.90
H  4.91  2.25  3.79
H  4.80  2.10  6.85
H  4.33  3.47  5.86
H  1.29  -0.35  8.58
H  -0.31  0.24  8.19
H  1.95  2.23  8.68
H  0.95  1.59  9.99
H  0.23  2.52  8.67
H  2.95  1.22  3.42
H  1.76  0.14  2.78
H  4.26  -1.03  4.06
H  4.19  -0.57  2.34
H  3.10  -1.81  2.98

=====

[4]
Density functional theory data (wB97M-V/def2-TZVPD) for 2 unconnected molecules or ions with the total composition C24H52BO6P.

Structure (SMILES): CCCCCCCCCCCCCCCCB(COCCOCC)[PH2]=O.COC(=O)OC
Max |F|: 0.3 eV/Å
HOMO-LUMO gap: 8.87 eV

Positions of all 84 atoms, in Å:
C  -1.85  5.90  1.93
C  -2.78  4.76  1.54
C  -2.99  4.67  0.03
C  -3.76  3.43  -0.48
C  -3.66  2.14  0.33
C  -2.26  1.51  0.52
C  -1.20  1.85  -0.53
C  -1.56  1.39  -1.96
C  -1.20  2.37  -3.08
C  -1.00  1.69  -4.44
C  0.47  1.47  -4.82
C  1.04  0.18  -4.22
C  2.56  0.15  -4.11
C  3.17  1.24  -3.22
C  2.56  1.39  -1.80
C  3.63  1.65  -0.69
B  3.13  1.18  0.71
C  3.31  -0.30  1.26
O  2.77  -1.30  0.40
C  1.43  -1.60  0.74
C  0.90  -2.70  -0.18
O  0.48  -3.78  0.62
C  0.01  -4.89  -0.13
C  -1.49  -4.80  -0.41
P  2.40  2.43  2.00
O  3.21  2.42  3.26
H  -2.30  6.88  1.73
H  -1.58  5.87  2.99
H  -0.91  5.86  1.36
H  -3.76  4.91  2.02
H  -2.38  3.82  1.92
H  -2.02  4.76  -0.48
H  -3.56  5.56  -0.28
H  -3.47  3.24  -1.53
H  -4.83  3.69  -0.52
H  -4.08  2.33  1.33
H  -4.32  1.40  -0.13
H  -1.87  1.78  1.52
H  -2.36  0.42  0.54
H  -0.27  1.36  -0.23
H  -0.98  2.93  -0.53
H  -1.06  0.44  -2.16
H  -2.64  1.19  -2.00
H  -1.97  3.14  -3.16
H  -0.27  2.91  -2.81
H  -1.51  0.71  -4.42
H  -1.49  2.27  -5.23
H  1.06  2.33  -4.47
H  0.58  1.45  -5.91
H  0.72  -0.68  -4.84
H  0.59  0.03  -3.24
H  2.99  0.26  -5.11
H  2.89  -0.84  -3.74
H  3.09  2.20  -3.75
H  4.25  1.05  -3.12
H  1.96  0.51  -1.56
H  1.87  2.25  -1.80
H  4.55  1.11  -0.97
H  3.86  2.72  -0.69
H  2.91  -0.45  2.28
H  4.39  -0.51  1.33
H  1.37  -1.95  1.78
H  0.81  -0.68  0.67
H  1.71  -3.02  -0.85
H  0.06  -2.34  -0.79
H  0.58  -4.96  -1.07
H  0.23  -5.78  0.46
H  -2.08  -5.02  0.49
H  -1.78  -5.51  -1.20
H  -1.75  -3.79  -0.75
H  2.29  3.69  1.37
H  1.03  2.12  2.15
C  1.30  -5.92  2.99
O  1.37  -6.09  4.41
C  0.19  -6.02  5.02
O  -0.88  -5.85  4.48
O  0.38  -6.16  6.33
C  -0.83  -6.11  7.10
H  2.33  -6.01  2.64
H  0.69  -6.71  2.55
H  0.90  -4.95  2.73
H  -1.51  -6.90  6.81
H  -1.32  -5.15  6.98
H  -0.51  -6.24  8.13

=====

[5]
Density functional theory data (wB97M-V/def2-TZVPD) for a molecular structure, C24H52ClLiO11.

Max |F|: 2.0 eV/Å
HOMO-LUMO gap: 8.64 eV

Positions of all 89 atoms, in Å:
Li  0.91  -1.79  1.91
Cl  0.32  -0.38  -0.43
O  -0.54  -1.36  0.23
O  -0.14  -0.11  -1.75
O  0.28  0.84  0.34
O  1.69  -0.88  -0.35
C  4.24  -1.74  -3.63
C  2.81  -1.58  -4.16
C  2.40  -3.05  -4.35
O  3.28  -3.83  -3.55
C  4.02  -2.94  -2.72
H  4.58  -0.87  -3.06
H  4.87  -1.95  -4.49
H  2.80  -0.93  -5.04
H  2.17  -1.06  -3.45
H  2.52  -3.31  -5.41
H  1.36  -3.30  -4.13
H  4.94  -3.45  -2.42
H  3.53  -2.63  -1.79
C  4.83  -0.35  2.55
C  4.18  0.16  3.84
C  2.69  -0.08  3.57
O  2.60  -1.01  2.50
C  3.92  -1.51  2.18
H  5.87  -0.68  2.62
H  4.80  0.42  1.78
H  4.36  1.23  3.96
H  4.55  -0.40  4.70
H  2.14  0.84  3.37
H  2.18  -0.51  4.45
H  3.90  -1.74  1.11
H  4.09  -2.42  2.77
C  -2.59  -0.92  4.08
C  -3.11  -1.65  2.86
C  -2.00  -2.67  2.63
O  -0.79  -1.94  2.86
C  -1.06  -1.02  3.94
H  -2.92  -1.45  4.98
H  -2.91  0.11  4.14
H  -3.19  -1.06  1.94
H  -4.06  -2.18  2.93
H  -1.95  -3.11  1.63
H  -2.06  -3.50  3.34
H  -0.59  -0.05  3.76
H  -0.66  -1.48  4.85
C  -2.33  -2.63  -2.75
C  -3.25  -3.47  -3.64
C  -3.10  -4.86  -3.03
O  -1.74  -4.93  -2.66
C  -1.34  -3.67  -2.17
H  -2.81  -2.09  -1.94
H  -1.81  -1.86  -3.33
H  -2.83  -3.44  -4.65
H  -4.28  -3.10  -3.70
H  -3.27  -5.65  -3.75
H  -3.79  -5.08  -2.20
H  -0.29  -3.43  -2.37
H  -1.47  -3.63  -1.08
C  0.65  5.08  2.73
C  -0.66  4.92  3.49
C  -1.72  4.71  2.38
O  -1.00  4.61  1.17
C  0.37  4.38  1.40
H  1.47  4.68  3.33
H  0.91  6.13  2.61
H  -0.89  5.78  4.12
H  -0.64  4.05  4.15
H  -2.42  5.54  2.29
H  -2.28  3.78  2.56
H  0.93  4.80  0.57
H  0.61  3.31  1.40
C  0.54  3.02  -4.11
C  -0.41  3.73  -3.17
O  -0.02  3.51  -1.81
H  1.56  3.41  -4.06
H  0.23  3.04  -5.16
H  0.55  1.96  -3.87
H  -1.41  3.29  -3.25
H  -0.57  4.79  -3.35
H  0.85  3.12  -1.81
C  -4.50  2.36  0.41
C  -3.25  1.59  0.09
O  -2.51  2.26  -0.95
H  -5.13  1.70  1.03
H  -5.11  2.65  -0.44
H  -4.28  3.24  1.02
H  -3.37  0.60  -0.36
H  -2.60  1.46  0.97
H  -1.81  1.65  -1.22

=====

no.,molar mass (g/mol),HOMO level (eV),energy (eV)
1,430.48,-9.7,-36621.0307
2,701.40,-11.1,-123715.9797
3,527.62,-8.5,-60113.5663
4,478.46,-9.4,-47980.4334
5,559.06,-8.8,-60972.8038